w) The following is a DFT calculation (wB97M-V/def2-TZVPD) of C24H23BaClO4S as an isolated structure.

Calculated values
Orbital gap   7.41 eV
E_HOMO   -7.610 eV
E_LUMO   -0.20 eV
2S+1   1

Positions of all 54 atoms, in Å:
Ba  0.71  -0.71  -0.18
C  -0.72  3.04  1.84
C  -0.25  3.22  0.40
C  -0.62  4.61  -0.12
C  -0.80  2.15  -0.53
C  -0.14  1.89  -1.74
C  -0.61  0.92  -2.62
C  -1.77  0.18  -2.33
C  -2.26  -0.87  -3.28
C  -2.42  0.45  -1.13
C  -1.94  1.41  -0.24
H  -0.20  3.75  2.49
H  -0.51  2.04  2.22
H  -1.79  3.23  1.94
H  0.84  3.13  0.39
H  -1.70  4.74  -0.13
H  -0.25  4.76  -1.14
H  -0.19  5.38  0.52
H  0.76  2.43  -1.98
H  -0.06  0.71  -3.53
H  -1.51  -1.66  -3.39
H  -2.45  -0.44  -4.26
H  -3.18  -1.32  -2.92
H  -3.31  -0.10  -0.87
H  -2.47  1.58  0.69
Cl  2.67  -6.45  -5.22
C  1.96  -5.28  -4.16
C  0.65  -5.47  -3.69
C  0.07  -4.57  -2.85
C  0.76  -3.41  -2.41
O  0.20  -2.58  -1.59
C  2.07  -3.22  -2.91
C  2.86  -2.04  -2.63
O  2.53  -1.05  -1.98
C  2.66  -4.17  -3.77
H  0.11  -6.35  -4.01
H  -0.94  -4.71  -2.48
H  3.88  -2.06  -3.06
H  3.67  -4.00  -4.13
O  -1.23  2.13  6.62
C  -1.52  1.29  5.60
O  -2.65  0.93  5.43
C  -0.38  0.88  4.73
C  -0.54  -0.25  3.94
C  0.48  -0.68  3.10
C  1.66  0.06  2.92
S  2.94  -0.35  1.80
C  1.80  1.20  3.75
C  0.82  1.59  4.63
H  -0.27  2.23  6.71
H  -1.45  -0.82  4.05
H  0.36  -1.64  2.63
H  2.71  1.78  3.65
H  0.98  2.50  5.21

Atom charges from the Löwdin analysis, given in e for atoms 1 to 2: number 1, Ba, carries 1.853; number 2, C, carries -0.063

=====

x) The following is a DFT calculation (wB97M-V/def2-TZVPD) of C24H23BaClO4S as an isolated structure.

Calculated values
Orbital gap   6.54 eV
E_HOMO   -7.378 eV
E_LUMO   -0.84 eV
2S+1   1

Positions of all 54 atoms, in Å:
Ba  0.02  0.09  -0.65
C  -3.26  2.13  -2.21
C  -3.87  2.68  -0.92
C  -3.56  4.17  -0.79
C  -3.43  1.85  0.27
C  -2.60  2.33  1.27
C  -2.18  1.51  2.32
C  -2.60  0.20  2.44
C  -2.24  -0.64  3.64
C  -3.43  -0.30  1.42
C  -3.83  0.51  0.37
H  -3.60  2.69  -3.09
H  -3.51  1.08  -2.37
H  -2.16  2.22  -2.17
H  -4.96  2.58  -0.99
H  -2.48  4.34  -0.75
H  -3.99  4.60  0.12
H  -3.95  4.72  -1.64
H  -2.26  3.36  1.23
H  -1.52  1.92  3.08
H  -3.10  -0.69  4.32
H  -1.41  -0.21  4.19
H  -1.97  -1.66  3.34
H  -3.74  -1.33  1.46
H  -4.48  0.09  -0.39
Cl  6.04  4.99  -0.65
C  4.88  3.68  -0.58
C  5.34  2.35  -0.57
C  4.47  1.29  -0.52
C  3.08  1.51  -0.50
O  2.24  0.50  -0.48
C  2.63  2.85  -0.51
C  1.24  3.22  -0.47
O  0.27  2.44  -0.40
C  3.55  3.93  -0.55
H  6.41  2.18  -0.59
H  4.83  0.27  -0.51
H  1.02  4.29  -0.50
H  3.19  4.95  -0.56
O  4.02  -6.85  -1.35
C  2.66  -6.91  -1.35
O  2.12  -7.89  -1.80
C  1.94  -5.75  -0.75
C  0.61  -5.90  -0.36
C  -0.09  -4.85  0.20
C  0.49  -3.58  0.40
S  -0.36  -2.21  1.10
C  1.83  -3.45  -0.01
C  2.53  -4.51  -0.57
H  4.28  -6.07  -0.83
H  0.14  -6.87  -0.52
H  -1.12  -5.00  0.51
H  2.32  -2.50  0.13
H  3.55  -4.32  -0.90

Atom charges from the Löwdin analysis, given in e for atoms 1 to 2: number 1, Ba, carries 1.791; number 2, C, carries -0.068

=====

Stability summary: most stable w), least stable x).

=====

w) The following is a DFT calculation (wB97M-V/def2-TZVPD) of C19H34FeN2O7S2Si as an isolated structure.

Calculated values
Orbital gap (spin up / spin down)   6.67 / 6.21 eV
E_HOMO (spin up / spin down)   -5.217 / -5.172 eV
⟨S²⟩   8.760
E_LUMO (spin up / spin down)   1.46 / 1.04 eV
Net charge   -1
2S+1   6

Positions of all 66 atoms, in Å:
Fe  0.85  0.27  0.14
O  2.42  -1.22  1.00
S  3.05  -0.97  -0.32
O  4.37  -1.53  -0.47
O  2.98  0.50  -0.57
S  1.76  -1.72  -1.68
N  -0.08  -0.69  2.20
H  -0.33  -1.51  1.65
H  -0.91  -0.42  2.71
H  0.65  -0.97  2.84
O  -2.98  -1.09  -0.12
C  -2.19  -0.56  -0.89
O  -1.06  -0.06  -0.58
C  -2.52  -0.35  -2.35
C  -1.52  -0.55  -3.30
C  -1.77  -0.26  -4.63
C  -2.98  0.27  -5.02
C  -3.98  0.50  -4.06
C  -3.76  0.16  -2.72
N  -5.21  1.07  -4.46
O  -5.39  1.32  -5.65
O  -6.05  1.31  -3.59
H  -0.56  -0.94  -2.98
H  -1.01  -0.43  -5.38
H  -3.18  0.54  -6.04
H  -4.53  0.32  -1.99
C  -2.47  3.16  -0.90
C  -1.71  3.40  0.41
C  -2.38  2.50  1.46
C  -1.88  4.87  0.81
Si  0.22  2.89  0.22
C  0.98  3.49  -1.53
C  2.51  3.45  -1.56
C  0.48  2.53  -2.62
C  0.56  4.93  -1.90
C  1.30  3.43  1.82
C  1.73  4.90  1.75
C  0.53  3.21  3.12
C  2.56  2.55  1.90
H  -3.53  3.33  -0.75
H  -2.35  2.13  -1.22
H  -2.14  3.82  -1.69
H  -3.46  2.70  1.47
H  -2.00  2.68  2.45
H  -2.24  1.46  1.21
H  -2.94  5.11  0.87
H  -1.41  5.52  0.08
H  -1.44  5.07  1.78
H  2.88  2.45  -1.32
H  2.95  4.17  -0.88
H  2.85  3.69  -2.57
H  0.80  1.51  -2.39
H  0.91  2.81  -3.59
H  -0.60  2.52  -2.71
H  0.89  5.63  -1.14
H  -0.51  5.03  -2.02
H  1.03  5.21  -2.84
H  0.87  5.56  1.68
H  2.38  5.08  0.90
H  2.29  5.16  2.66
H  -0.30  3.91  3.20
H  1.18  3.39  3.97
H  0.16  2.20  3.17
H  3.17  2.63  1.01
H  2.29  1.50  2.02
H  3.16  2.85  2.76

Atom charges from the natural (NBO) analysis, given in e for atoms 1 to 2: number 1, Fe, carries 1.545; number 2, O, carries -1.062

=====

x) The following is a DFT calculation (wB97M-V/def2-TZVPD) of C19H34FeN2O7S2Si as an isolated structure.

Calculated values
Orbital gap (spin up / spin down)   6.40 / 6.95 eV
E_HOMO (spin up / spin down)   -4.755 / -5.311 eV
⟨S²⟩   8.760
E_LUMO (spin up / spin down)   1.64 / 1.64 eV
Net charge   -1
2S+1   6

Positions of all 66 atoms, in Å:
Fe  -1.57  -0.05  -1.02
O  -3.55  -0.45  -2.07
S  -2.62  -0.89  -3.16
O  -3.23  -1.61  -4.24
O  -1.60  -1.70  -2.38
S  -1.58  0.76  -3.62
N  -3.15  0.80  0.25
H  -3.27  1.68  -0.25
H  -2.96  1.05  1.21
H  -4.01  0.27  0.17
O  -1.84  3.35  -0.37
C  -0.82  2.81  -0.77
O  -0.55  1.56  -0.66
C  0.25  3.61  -1.46
C  1.14  2.99  -2.34
C  2.11  3.73  -3.00
C  2.23  5.09  -2.77
C  1.35  5.68  -1.88
C  0.35  4.98  -1.23
N  1.47  7.13  -1.63
O  2.34  7.74  -2.23
O  0.72  7.63  -0.81
H  1.04  1.93  -2.50
H  2.78  3.24  -3.69
H  2.99  5.69  -3.25
H  -0.34  5.47  -0.56
C  1.77  0.63  1.47
C  0.62  -0.23  2.02
C  -0.43  0.76  2.53
C  1.16  -1.00  3.23
Si  -0.12  -1.41  0.65
C  1.31  -2.21  -0.41
C  0.82  -3.41  -1.24
C  1.79  -1.16  -1.43
C  2.51  -2.68  0.42
C  -1.25  -2.77  1.45
C  -0.48  -3.93  2.10
C  -2.18  -2.17  2.52
C  -2.18  -3.36  0.37
H  2.09  1.34  2.25
H  1.47  1.21  0.59
H  2.65  0.04  1.20
H  0.04  1.44  3.26
H  -1.26  0.27  3.05
H  -0.83  1.38  1.73
H  1.60  -0.29  3.94
H  1.94  -1.71  2.96
H  0.38  -1.54  3.76
H  -0.02  -3.14  -1.89
H  0.54  -4.26  -0.62
H  1.64  -3.74  -1.88
H  0.99  -0.87  -2.11
H  2.59  -1.59  -2.04
H  2.19  -0.26  -0.96
H  2.22  -3.44  1.15
H  3.00  -1.87  0.95
H  3.25  -3.14  -0.25
H  0.19  -3.59  2.89
H  0.11  -4.49  1.38
H  -1.19  -4.63  2.56
H  -1.64  -1.84  3.41
H  -2.90  -2.94  2.84
H  -2.75  -1.33  2.13
H  -1.65  -3.80  -0.47
H  -2.85  -2.60  -0.05
H  -2.81  -4.14  0.83

Atom charges from the natural (NBO) analysis, given in e for atoms 1 to 2: number 1, Fe, carries 1.566; number 2, O, carries -1.059

=====

Stability summary: most stable x), least stable w).

=====

w) The following is a DFT calculation (wB97M-V/def2-TZVPD) of an isolated ion of composition C9H11N4 and charge +1.

Calculated values
Orbital gap   7.54 eV
E_HOMO   -12.416 eV
SMILES string   C/C=C(\C)n1nc[n+]2cccnc12
E_LUMO   -4.88 eV
Net charge   +1
2S+1   1

Positions of all 24 atoms, in Å:
C  3.74  0.96  0.03
C  2.69  1.84  -0.28
C  3.40  -0.39  0.12
C  1.52  -2.00  0.08
C  -1.60  -0.37  -0.02
C  1.15  0.17  -0.09
C  -2.39  -1.65  0.20
C  -3.40  1.42  -0.09
C  -1.99  0.90  0.00
N  1.43  1.42  -0.24
N  0.23  -1.88  0.05
N  -0.10  -0.54  0.00
N  2.12  -0.80  0.03
H  4.74  1.19  -0.21
H  2.94  2.85  -0.52
H  4.11  -1.12  0.38
H  2.02  -2.96  0.00
H  -1.97  -2.46  -0.23
H  -3.34  -1.39  -0.06
H  -2.56  -1.85  1.21
H  -4.18  0.68  -0.36
H  -3.60  2.34  -0.67
H  -3.72  1.91  0.87
H  -1.24  1.70  -0.18

Atom charges from the natural (NBO) analysis, given in e for atoms 1 to 2: number 1, C, carries -0.272; number 2, C, carries 0.147

=====

x) The following is a DFT calculation (wB97M-V/def2-TZVPD) of an isolated ion of composition C9H11N4 and charge +1.

Calculated values
Orbital gap   9.09 eV
E_HOMO   -11.873 eV
SMILES string   C[N@H+]1C=CN2c3ncccc3N[C@@H]21
E_LUMO   -2.79 eV
Net charge   +1
2S+1   1

Positions of all 24 atoms, in Å:
C  -0.89  -3.31  -1.33
C  0.30  -2.59  -1.29
C  -2.08  -2.72  -0.95
C  0.20  -1.28  -0.88
C  -1.06  -0.78  -0.54
C  -1.37  1.09  1.02
C  -0.40  1.63  1.74
C  0.49  0.92  -0.34
C  1.67  2.74  0.98
N  -2.18  -1.45  -0.55
N  1.17  -0.27  -0.68
N  -0.91  0.58  -0.18
N  0.90  1.49  1.06
H  -0.88  -4.34  -1.64
H  1.24  -3.04  -1.56
H  -3.02  -3.26  -0.96
H  -2.41  0.99  1.26
H  -0.43  2.11  2.70
H  0.64  1.76  -1.03
H  1.06  3.51  0.50
H  1.92  3.09  1.98
H  2.58  2.59  0.42
H  1.98  -0.25  -1.28
H  1.47  0.79  1.56

Atom charges from the natural (NBO) analysis, given in e for atoms 1 to 2: number 1, C, carries -0.232; number 2, C, carries -0.190

=====

Stability summary: most stable x), least stable w).